Molecular formula: C48H96O29
Method: DFT, wB97M-V/def2-TZVPD

Element x y z (Å)
C -3.1277 5.4426 -1.7256
C -2.5979 4.0286 -1.6080
O -3.6477 3.0728 -1.4989
C -4.0413 2.4273 -2.5765
O -3.5826 2.5639 -3.6810
O -4.9991 1.6141 -2.2136
C -5.6077 0.7619 -3.1890
H -3.6076 5.7355 -0.7879
H -3.8302 5.5208 -2.5540
H -2.3006 6.1429 -1.8479
H -2.0619 3.9068 -0.6719
H -1.8710 3.7996 -2.3854
H -6.5764 0.5097 -2.7661
H -5.0283 -0.1524 -3.3261
H -5.7267 1.3062 -4.1254
C -3.6030 1.1453 1.9739
C -4.8188 1.3028 1.0916
O -6.0200 1.1523 1.8597
C -7.1689 0.9197 1.2511
O -7.3270 0.6686 0.0873
O -8.1687 0.9741 2.1364
C -9.4503 0.8616 1.5889
H -3.4928 1.8296 2.8121
H -2.7122 1.2221 1.3453
H -3.5875 0.1273 2.3754
H -4.7879 0.5713 0.2839
H -4.8116 2.2689 0.5781
H -10.1356 0.9139 2.4279
H -9.5637 -0.0343 0.9842
H -9.7251 1.6924 0.9309
C 0.0560 -4.9014 -4.1168
C -0.0679 -4.1128 -2.8117
O 0.1143 -2.7171 -3.0286
C 1.2427 -2.1578 -2.6889
O 2.1799 -2.6919 -2.2241
O 1.1274 -0.8808 -2.9595
C 2.2457 -0.0349 -2.7482
H 1.0555 -4.7284 -4.5145
H -0.7347 -4.6171 -4.8075
H -0.0701 -5.9578 -3.8776
H 0.5691 -4.5080 -2.0235
H -1.1078 -4.2225 -2.4958
H 1.9029 0.8376 -2.1865
H 2.6634 0.3370 -3.6839
H 3.0291 -0.5406 -2.1836
C -3.9017 -1.9323 -0.4847
C -3.0888 -2.9889 -1.1898
O -2.5161 -3.9265 -0.2883
C -3.2251 -4.8619 0.2898
O -4.2636 -5.3364 -0.0769
O -2.5682 -5.2407 1.3736
C -3.0277 -6.3851 2.0704
H -4.9491 -2.2275 -0.4207
H -3.9144 -1.0149 -1.0773
H -3.4744 -1.6669 0.4811
H -2.2357 -2.5245 -1.6783
H -3.6783 -3.4707 -1.9631
H -2.3374 -6.5637 2.8927
H -2.9867 -7.2617 1.4169
H -4.0319 -6.3150 2.4893
C -4.4151 -5.8449 -3.3516
C -4.2001 -5.1222 -4.6657
O -3.8824 -3.7850 -4.2953
C -3.1987 -2.9909 -5.0900
O -2.9961 -3.1044 -6.2617
O -2.8478 -1.9423 -4.3486
C -2.0041 -0.9696 -4.9357
H -5.2080 -5.3919 -2.7681
H -3.4519 -5.8061 -2.8398
H -4.6177 -6.9031 -3.5153
H -5.0826 -5.1253 -5.3069
H -3.3972 -5.6032 -5.2274
H -1.5913 -0.2673 -4.2199
H -2.6073 -0.3670 -5.6270
H -1.1979 -1.3857 -5.5421
C 2.5909 0.5686 0.8136
C 1.2364 1.1183 1.2125
O 0.1385 0.5280 0.5230
C -0.3884 1.0735 -0.5673
C -1.4498 0.1969 -1.1599
O -0.1689 2.1886 -0.9607
H 3.3131 1.3836 0.8836
H 2.5653 0.1488 -0.1888
H 2.9105 -0.1993 1.5183
H 1.0068 1.0859 2.2795
H 1.2100 2.2058 1.0635
H -2.2733 0.8623 -1.4147
H -1.8280 -0.5123 -0.4353
H -1.0165 -0.3150 -2.0200
C 4.1594 -2.2739 0.0792
C 4.9237 -3.2561 -0.7814
O 6.0997 -3.6678 -0.0781
C 6.6469 -4.8512 -0.3531
C 7.9704 -5.0166 0.3637
O 6.1861 -5.6671 -1.1046
H 4.6619 -1.3140 0.1760
H 4.0426 -2.7057 1.0766
H 3.1620 -2.1410 -0.3368
H 4.3089 -4.1239 -1.0201
H 5.2178 -2.7893 -1.7245
H 8.7105 -5.4820 -0.2832
H 7.8278 -5.5911 1.2742
H 8.3863 -4.0292 0.5656
C -1.0937 4.3373 2.2168
C -0.5051 5.5682 1.5223
O 0.2488 5.2458 0.3605
C 1.4448 4.7176 0.5359
C 2.1523 4.3106 -0.7114
O 1.9212 4.5640 1.6203
H -0.3146 3.5996 2.3904
H -1.7897 3.8820 1.5045
H -1.6947 4.6704 3.0577
H -1.3297 6.2186 1.2283
H 0.1133 6.1497 2.2110
H 1.5294 3.8943 -1.4998
H 2.8711 3.5414 -0.4434
H 2.6628 5.1801 -1.1331
C 2.8527 2.4566 4.3935
C 3.8188 1.2914 4.5696
O 3.3925 0.4723 5.6480
C 2.6637 -0.6112 5.3867
C 2.4115 -1.3685 6.6656
O 2.1408 -0.8436 4.3363
H 1.8665 2.0395 4.1492
H 3.1285 3.2063 3.6602
H 2.6474 2.8769 5.3830
H 3.9526 0.7468 3.6381
H 4.7918 1.6999 4.8414
H 1.6189 -0.8005 7.1515
H 3.3096 -1.4905 7.2639
H 2.0566 -2.3737 6.4691
C -0.3996 -3.2567 5.3773
C -1.0826 -4.0221 4.2520
O -0.3993 -3.9002 3.0119
C -0.6008 -2.8022 2.3026
C 0.2624 -2.7426 1.0866
O -1.4089 -1.9803 2.5330
H -0.9723 -3.4383 6.2937
H -0.3405 -2.1890 5.1824
H 0.5846 -3.6611 5.6075
H -1.0224 -5.0755 4.5384
H -2.1414 -3.7693 4.1729
H -0.2445 -3.2139 0.2465
H 1.2580 -3.1762 1.1987
H 0.4746 -1.6912 0.8876
C 6.8447 6.0700 5.2404
C 5.5837 5.2488 5.0462
O 5.2209 5.1444 3.6726
C 5.8232 4.1837 2.9666
C 5.4259 4.2456 1.5194
O 6.4661 3.2936 3.4392
H 7.7480 5.6211 4.8113
H 7.0976 6.0730 6.3046
H 6.7275 7.0652 4.8205
H 5.6147 4.2791 5.5379
H 4.8003 5.8230 5.5439
H 4.5879 4.9114 1.3402
H 5.1792 3.2362 1.1978
H 6.2602 4.6127 0.9168
C -0.3605 2.4178 -4.7543
C 1.0751 2.4406 -5.2164
O 1.8869 3.0547 -4.2104
C 3.1915 2.9198 -4.3372
C 3.9597 3.5131 -3.1972
O 3.7240 2.3736 -5.2490
H -0.9937 1.8461 -5.4308
H -0.7650 3.4202 -4.6230
H -0.4323 1.8917 -3.7958
H 1.3844 1.4119 -5.4214
H 1.2132 3.0227 -6.1292
H 3.4249 4.4173 -2.8847
H 4.9346 3.8509 -3.5329
H 4.0634 2.8508 -2.3414

Energy relative to the best compared isomer or geometry (same formula, charge and spin): 0.0 kJ/mol
HOMO level: -10.08 eV
Electronic energy: -110713.48740 eV
F_max: 3.1 eV/Å

Molecular formula: C48H96O32
Method: DFT, wB97M-V/def2-TZVPD

Element x y z (Å)
C -2.0295 6.3897 -2.2234
O -3.1518 6.4943 -3.1391
C -3.5366 5.5951 -3.9889
O -2.8632 4.7254 -4.5320
O -4.8333 5.9572 -4.3204
C -5.3893 5.3737 -5.4871
H -2.3343 5.8602 -1.3206
H -1.5248 7.3311 -2.0066
H -1.2719 5.8214 -2.7630
H -5.4499 4.2865 -5.4380
H -4.7993 5.7372 -6.3284
H -6.3785 5.7822 -5.6936
C 6.0465 -0.0250 0.0667
O 7.0818 -0.9706 -0.2241
C 7.1422 -1.5012 -1.3877
O 6.3413 -1.2496 -2.3189
O 8.1595 -2.3359 -1.3774
C 8.7234 -2.9863 -2.5574
H 5.0315 -0.2166 -0.2814
H 6.2825 0.9494 -0.3609
H 6.1281 0.1465 1.1401
H 9.7555 -2.6531 -2.6662
H 8.1288 -2.7908 -3.4498
H 8.6350 -4.0677 -2.4530
C 0.3114 2.9049 -3.2545
O -0.2118 3.7273 -2.2321
C 0.3649 3.7880 -1.0750
O 1.4999 3.3558 -0.8279
O -0.5478 4.2713 -0.2070
C -0.2557 4.4165 1.1558
H 1.0700 3.4183 -3.8453
H -0.4550 2.5841 -3.9600
H 0.7748 1.9861 -2.8952
H 0.8156 4.4096 1.3566
H -0.6923 3.6275 1.7682
H -0.6403 5.3271 1.6152
C -1.1536 -4.1033 -4.8534
O -1.6193 -5.3198 -5.3775
C -2.3142 -6.1588 -4.7301
O -2.6057 -6.0705 -3.5153
O -2.8115 -7.1782 -5.6382
C -3.6097 -8.2336 -5.0094
H -0.1688 -3.8160 -5.2220
H -0.8492 -4.2553 -3.8179
H -1.8241 -3.2749 -5.0820
H -2.8261 -8.8314 -4.5438
H -4.2712 -8.8561 -5.6119
H -4.2007 -8.0180 -4.1193
C 4.0444 1.4503 -2.8877
O 4.8271 2.3821 -3.6810
C 4.2223 3.0447 -4.7229
O 3.0837 2.8235 -5.0431
O 5.0026 3.9971 -5.1659
C 4.5753 4.8405 -6.2172
H 3.2785 0.8853 -3.4190
H 3.4886 2.1564 -2.2708
H 4.5422 0.7923 -2.1755
H 5.1745 5.7445 -6.3257
H 3.5454 5.1396 -6.0227
H 4.4444 4.3513 -7.1824
C 2.9958 -2.1888 -1.4067
O 2.3425 -1.2539 -2.1068
C 1.7894 -1.5531 -3.2451
O 1.7843 -2.6781 -3.8175
O 1.2022 -0.4993 -3.5755
C 0.3898 -0.5018 -4.7563
H 3.7083 -2.8133 -1.9456
H 2.2832 -2.8088 -0.8627
H 3.5787 -1.7578 -0.5928
H -0.5419 -1.0674 -4.7625
H 0.9154 -0.6665 -5.6970
H 0.0859 0.5444 -4.7917
C 4.4126 -2.9427 2.4641
O 5.7608 -3.2195 2.1875
C 6.2428 -4.5003 2.3065
O 5.6335 -5.4654 2.7600
O 7.5072 -4.4760 1.9625
C 8.3064 -5.6684 1.9184
H 4.0823 -2.1074 1.8465
H 4.2943 -2.4145 3.4102
H 3.8196 -3.8568 2.4354
H 8.2952 -6.1154 2.9125
H 9.3097 -5.2778 1.7484
H 8.1070 -6.3520 1.0932
C 0.5709 3.4278 7.0411
O 0.8015 4.6922 6.5041
C 0.2190 5.0353 5.3250
O -0.6193 4.3674 4.6912
O 0.7080 6.2663 5.0006
C 0.2341 6.9958 3.9056
H -0.5080 3.2775 7.0820
H 0.9668 3.3424 8.0531
H 1.0214 2.6890 6.3783
H 0.8664 7.8683 3.7411
H -0.8386 7.1578 4.0109
H 0.3694 6.3549 3.0343
C -5.0851 -0.3821 -2.9188
C -3.6694 0.0573 -3.3199
O -2.7597 -0.7205 -3.1559
C -3.4459 1.4775 -3.7816
H -4.9445 -1.4629 -2.9028
H -5.7439 -0.0889 -3.7362
H -5.4134 0.1090 -2.0028
H -2.6455 1.4257 -4.5197
H -3.2470 2.2414 -3.0300
H -4.3107 1.8395 -4.3378
C -1.0623 -5.3305 1.6115
C 0.0748 -5.2368 0.5888
O 1.1600 -4.7724 0.8694
C -0.1756 -5.7578 -0.8356
H -1.2800 -6.3659 1.8735
H -1.9801 -4.8506 1.2715
H -0.6831 -4.9184 2.5466
H 0.0171 -6.7826 -1.1531
H 0.0395 -5.0164 -1.6052
H -1.2608 -5.8590 -0.8241
C 0.5789 -3.5787 4.7408
C 1.3547 -3.0745 5.8884
O 2.5395 -2.7366 5.7824
C 0.6669 -3.1781 7.2322
H 1.0719 -3.4492 3.7774
H -0.3829 -3.0749 4.6454
H 0.3937 -4.6503 4.8145
H 1.2476 -2.4989 7.8564
H 0.9781 -4.1819 7.5214
H -0.4087 -3.0077 7.2776
C -5.3136 0.9204 5.8210
C -4.0920 0.6935 5.0908
O -3.3439 -0.1819 5.5113
C -3.7094 1.5880 3.9855
H -6.0585 1.4049 5.1898
H -5.0937 1.4985 6.7185
H -5.6059 -0.0936 6.0941
H -4.0112 1.2122 3.0078
H -2.6261 1.5657 3.8671
H -4.1146 2.5996 4.0069
C -6.1010 5.6354 -0.9844
C -5.6519 4.2029 -0.7602
O -6.3833 3.2590 -1.1477
C -4.2286 3.8857 -0.2330
H -7.1880 5.6610 -1.0621
H -5.6900 5.8605 -1.9685
H -5.7467 6.2944 -0.1918
H -3.6191 3.6260 -1.0986
H -4.3389 3.1721 0.5835
H -3.9252 4.8642 0.1391
C -5.9276 -4.9675 3.6045
C -5.3160 -3.9572 2.6173
O -5.8569 -3.7125 1.5425
C -3.9239 -3.3163 3.0739
H -5.4866 -5.9590 3.7075
H -6.9326 -5.1543 3.2261
H -5.8946 -4.6063 4.6324
H -3.0343 -3.7913 2.6604
H -4.0637 -3.4538 4.1461
H -4.0327 -2.2508 2.8709
C 1.7588 0.8778 3.4232
C 3.0197 1.2284 2.7674
O 3.8504 0.4629 2.4596
C 3.1523 2.6312 2.2207
H 1.8234 1.4327 4.3592
H 1.8141 -0.1919 3.6249
H 0.8701 1.0419 2.8140
H 2.9569 3.4317 2.9343
H 2.4871 2.7745 1.3692
H 4.1767 2.5871 1.8510
C 0.2033 -0.5614 0.4051
C -0.9585 0.2768 0.6329
O -1.2542 0.6072 1.7908
C -1.8312 0.5171 -0.4995
H 0.3278 -1.3589 1.1376
H 1.1500 -0.0983 0.6836
H 0.1309 -1.1306 -0.5216
H -2.4938 1.3626 -0.3145
H -2.3309 -0.3802 -0.8645
H -1.1661 1.0191 -1.2022

Energy relative to the best compared isomer or geometry (same formula, charge and spin): 725.7 kJ/mol
HOMO level: -9.41 eV
Electronic energy: -116845.99438 eV
F_max: 6.2 eV/Å